Entry 1:
Computed, not measured: a molecular structure, C21H27N5O3S2 in a non-equilibrium geometry, with ωB97M-V with the def2-TZVPD basis set.

**Frontier orbital gap**: 6.303 eV

The geometry in XYZ format:
```
58
Properties=species:S:1:pos:R:3:forces:R:3:mulliken_charge:R:1
C 3.927979 -0.320015 -0.536520 -0.24 -0.05 0.17 -1.623
H 3.694009 -0.185441 -1.589568 0.02 0.01 -0.11 0.306
H 4.575244 0.496114 -0.220288 0.08 0.07 0.02 0.351
H 4.465089 -1.256455 -0.416236 0.13 -0.11 -0.02 0.482
C 2.644958 -0.346160 0.297087 0.31 -0.18 -0.27 -0.291
N 1.888095 0.883842 0.169683 0.01 -0.07 0.21 0.807
C 1.152756 1.142408 -0.957306 -0.06 0.19 -0.26 1.283
C 0.902473 0.147950 -1.919384 0.10 -0.09 0.04 -0.219
C 0.141647 0.420737 -3.034882 -0.01 0.14 -0.05 -1.087
C -0.393425 1.680834 -3.257578 0.02 0.01 -0.04 -0.773
C -0.171625 2.682515 -2.328127 0.23 -0.07 -0.06 0.601
C 0.570632 2.403894 -1.185088 0.53 0.13 -0.33 -0.861
H 0.731069 3.213814 -0.491348 0.02 0.07 0.13 0.134
C -0.788768 4.036025 -2.511671 0.02 -0.07 0.04 -1.713
H -0.702863 4.358986 -3.546816 -0.03 0.08 -0.05 0.423
H -0.316165 4.776936 -1.871295 0.01 0.09 0.02 0.354
H -1.849700 3.990491 -2.262721 -0.12 0.07 0.00 0.317
H -0.982425 1.878336 -4.139960 -0.08 0.03 -0.12 0.439
H -0.040367 -0.370226 -3.748605 0.00 -0.09 -0.06 0.466
H 1.277310 -0.852133 -1.791657 0.10 -0.11 0.05 0.509
C 2.208178 1.936552 1.106740 -0.31 0.32 0.06 -1.301
H 2.491666 2.849088 0.568152 0.06 -0.05 0.05 0.584
H 3.076789 1.624078 1.689000 0.02 0.02 -0.06 0.633
C 1.060803 2.264066 2.076506 0.27 -0.31 0.05 0.024
H 0.130393 2.368931 1.518012 0.04 0.21 -0.02 -0.097
C 0.853542 1.223903 3.173698 0.07 0.20 0.16 -1.116
N 0.494078 -0.074167 2.655193 -0.20 0.10 -0.12 0.396
C 1.010868 -1.200247 3.164895 -0.30 -0.09 -0.13 0.578
O 1.808378 -1.231396 4.082972 0.28 -0.25 0.21 -0.715
C 0.543852 -2.483477 2.474552 0.59 -0.14 0.10 -0.847
N -0.686948 -2.316912 1.735759 -0.05 -0.54 -1.16 0.327
S -0.703672 -3.036600 0.219867 0.03 0.14 0.19 1.527
O -1.184225 -4.388648 0.277202 -0.22 0.14 0.04 -0.810
O 0.587171 -2.816198 -0.369533 0.01 0.10 0.03 -0.705
C -1.899171 -2.061909 -0.683606 0.28 -0.87 0.25 0.055
C -2.636825 -2.681061 -1.659279 0.42 -0.18 0.54 -0.684
C -3.499978 -1.958208 -2.499018 -0.19 0.56 -0.22 -0.862
C -3.626347 -0.597091 -2.385149 -0.15 -0.38 -0.26 -0.690
C -2.885081 0.058706 -1.394639 0.61 -0.12 0.77 0.496
N -2.869282 1.369876 -1.123127 -0.30 0.70 -0.06 -0.562
S -1.858051 1.630837 0.079121 -0.97 -1.39 -0.38 0.000
N -1.406039 0.116008 0.370843 0.19 0.42 0.38 -0.430
C -2.010715 -0.679627 -0.519583 -0.42 1.18 -0.14 0.475
H -4.268785 -0.023935 -3.033768 -0.10 0.03 -0.08 0.514
H -4.060228 -2.489499 -3.252571 -0.05 -0.04 -0.06 0.425
H -2.532956 -3.749433 -1.765445 -0.06 -0.14 -0.06 0.574
C -1.898054 -2.574355 2.476890 -0.42 -0.15 0.17 -1.177
H -2.745169 -2.348957 1.830981 -0.19 0.04 0.15 0.390
H -1.966814 -3.621342 2.792398 -0.02 0.07 0.03 0.319
H -1.927528 -1.925939 3.351493 -0.01 0.06 -0.04 0.384
H 1.319307 -2.767829 1.758466 0.11 0.04 0.24 0.431
H 0.473006 -3.280400 3.224928 -0.01 0.13 -0.07 0.400
H -0.152956 -0.135421 1.873436 0.07 -0.07 0.04 0.115
H 1.765261 1.087688 3.763319 -0.13 0.09 -0.02 0.545
H 0.065729 1.582668 3.850037 0.14 -0.03 0.02 0.282
H 1.278664 3.219325 2.558357 -0.10 0.07 0.00 0.374
H 2.900353 -0.477364 1.350305 -0.09 -0.01 -0.03 0.518
H 2.024865 -1.194169 0.004877 0.07 0.10 0.13 -0.276
```
Forces are in eV/Å.

Entry 2:
Computed, not measured: a molecular structure, C21H27NO2P2Ru in a non-equilibrium geometry, with ωB97M-V with the def2-TZVPD basis set.

**Net charge**: +1
**Multiplicity**: 6
**Frontier orbital gap (alpha / beta)**: 6.980 / 5.141 eV
**<S²>**: 8.80

The geometry in XYZ format:
```
54
Properties=species:S:1:pos:R:3:forces:R:3:mulliken_spin:R:1
C -1.422325 3.469874 -1.864060 0.48 0.67 -0.38 0.114
C -1.211459 2.117530 -1.563006 0.34 -0.92 0.31 0.053
C 0.047336 1.508576 -1.795996 0.04 1.84 -0.23 0.071
C 1.081156 2.276885 -2.444631 -1.49 0.74 0.58 -0.009
C 0.839508 3.652224 -2.717915 0.84 -1.41 -0.04 0.192
C -0.383532 4.230722 -2.430853 -1.52 -0.09 0.52 0.044
C 2.297082 1.625210 -2.674754 1.65 0.96 -0.70 0.356
C 2.492754 0.263270 -2.433453 0.37 -1.66 0.68 0.024
C 1.387933 -0.436519 -1.826915 1.34 -0.71 0.28 0.055
C 1.514532 -1.826195 -1.554047 -0.84 0.44 0.55 0.118
C 2.747106 -2.473767 -1.705328 1.40 0.10 -0.48 0.102
C 3.856578 -1.763302 -2.205365 -0.73 -1.47 0.63 0.095
C 3.731930 -0.430705 -2.576206 -1.43 1.63 -0.22 0.225
H -2.399330 3.927685 -1.634734 0.63 -0.26 -0.22 0.010
H 1.650532 4.233976 -3.147601 -0.16 -0.03 0.03 0.006
H -0.572154 5.283322 -2.645103 0.18 -0.29 0.04 0.005
H 3.146454 2.207582 -3.037496 -0.26 -0.12 -0.04 -0.012
H 2.864990 -3.529683 -1.403793 -0.16 0.69 -0.30 0.013
H 4.822795 -2.269064 -2.293243 -0.38 0.21 0.02 0.006
H 4.575110 0.145698 -2.943015 0.02 -0.19 0.02 0.005
N 0.339895 0.259210 -1.322681 -1.27 -0.83 -0.90 0.542
Ru -0.171871 -0.279657 1.737139 -0.52 -0.18 -1.70 2.278
C -2.306335 1.285178 -0.939092 0.35 -0.07 0.54 0.037
H -2.350310 0.295338 -1.414569 -0.13 0.24 0.04 0.007
H -3.291221 1.773557 -1.012250 0.34 -0.16 0.05 0.003
C 0.310946 -2.580887 -1.026843 -0.10 0.16 0.28 0.028
H -0.609094 -2.166252 -1.468994 0.28 -0.37 -0.12 0.014
H 0.391447 -3.666925 -1.216913 -0.09 0.49 -0.05 0.007
P -1.912780 0.941013 0.862735 -0.65 0.58 0.00 0.044
P 0.023188 -2.338037 0.794140 0.53 -1.02 -0.11 -0.010
C 1.381910 -3.233680 1.599013 -0.10 -0.27 -0.09 0.007
H 1.270032 -3.064719 2.682207 0.21 -0.16 -0.39 0.020
H 1.334444 -4.307583 1.363829 0.13 0.24 0.16 -0.001
H 2.332183 -2.811502 1.239755 -0.24 -0.13 0.26 -0.007
C -1.491718 -3.283439 1.173480 0.48 0.00 -0.22 0.017
H -1.265694 -4.353100 1.141408 -0.24 0.06 0.06 0.006
H -1.792828 -2.962401 2.175696 -0.12 -0.21 -0.16 0.003
H -2.256381 -3.034310 0.432406 -0.02 -0.07 0.20 0.006
C -1.797383 2.564168 1.650641 -0.30 0.66 0.11 0.032
H -2.752777 3.115398 1.558930 0.46 -0.07 0.15 0.004
H -1.521605 2.431402 2.715402 -0.30 0.02 -0.55 0.002
H -0.981782 3.144137 1.178102 -0.42 -0.28 0.14 0.003
C -3.425383 0.124974 1.476644 0.08 0.28 -0.16 0.020
H -3.253974 -0.168147 2.517455 -0.12 0.12 -0.17 0.000
H -4.269589 0.817836 1.377320 0.00 -0.30 0.09 0.008
H -3.589749 -0.781780 0.881787 -0.09 0.22 0.11 0.005
C 1.394262 0.549937 1.188940 4.62 2.66 -0.33 -0.027
O 2.364699 1.068072 0.775704 -2.48 -1.38 0.72 0.136
H -0.368353 -0.205456 -0.013622 0.02 0.03 -0.40 0.069
C -0.531383 -0.236410 4.608874 -0.24 -0.54 0.24 0.004
O -0.992663 -0.746239 3.376024 -0.47 -0.24 1.07 0.230
H -1.361737 0.300923 5.093389 0.35 -0.03 0.06 -0.001
H 0.331309 0.451301 4.482061 -0.30 -0.33 0.08 0.038
H -0.246698 -1.115245 5.229377 0.04 0.75 -0.10 0.004
```
Forces are in eV/Å.